Entry 1:
Density functional theory data (ωB97M-V with the def2-TZVPD basis set) for the molecule C5H5P at a distorted geometry.

Computed properties:
LUMO level, Eh: 0.0356
HOMO, eV: -8.57
Max |F|, Eh/bohr: 0.091
Kohn-Sham gap, eV: 9.54

Last column: natural (NBO) charge in e.
Element x y z (Å)
C1 1.151 -0.160 0.298  -0.1476
C2 1.309 0.698 -0.719  -0.1725
C3 -1.480 -0.251 -1.008  -0.3884
C4 -1.758 -0.550 0.223  -0.4195
C5 0.387 1.112 0.351  -0.6059
P1 -1.395 1.244 0.130  0.6364
H1 1.198 -1.150 0.597  0.2225
H2 1.559 1.283 -1.545  0.2362
H3 -1.206 -0.549 -2.038  0.2425
H4 -1.777 -1.247 0.967  0.2165
H5 0.851 1.869 1.093  0.1800

---

Entry 2:
Density functional theory data (ωB97M-V with the def2-TZVPD basis set) for the molecule C5H5P at a distorted geometry.

Computed properties:
2S+1: 3
LUMO level (spin up / spin down), Eh: 0.0149 / -0.0829
HOMO (spin up / spin down), eV: -6.51 / -9.27
Max |F|, Eh/bohr: 0.108
Kohn-Sham gap (spin up / spin down), eV: 6.91 / 7.01

Last column: natural (NBO) charge in e.
Element x y z (Å)
C1 -0.492 -1.378 -0.986  -0.3625
C2 -1.783 -1.404 -3.310  -0.2046
C3 0.559 -1.076 -0.207  -0.2492
C4 -1.055 -1.387 -2.384  -0.0209
C5 1.227 0.899 1.441  -1.0179
P1 1.756 -0.820 1.023  0.6503
H1 -1.205 -1.978 -0.243  0.2277
H2 -2.237 -1.719 -4.174  0.2259
H3 1.204 1.163 2.519  0.2492
H4 0.194 1.230 1.189  0.2494
H5 1.746 1.748 0.819  0.2525

---

Entry 3:
Density functional theory data (ωB97M-V with the def2-TZVPD basis set) for a cluster of 32 separate species, C5H67FIN2O33 in total at a distorted geometry.

Computed properties:
LUMO level, Eh: -0.1787
HOMO, eV: -12.61
Max |F|, Eh/bohr: 0.020
Net charge: +1
Kohn-Sham gap, eV: 7.74

Last column: Mulliken charge in e.
Element x y z (Å)
O1 -3.491 0.728 -1.025  -0.1951
O2 -3.878 -0.639 -0.951  -0.2858
C1 -2.940 -1.416 -1.652  -0.6746
C2 -1.519 -0.910 -1.462  0.4799
C3 -0.881 -1.031 -0.207  -0.7202
N1 0.354 -0.635 -0.009  -0.6232
N2 0.985 -0.139 -1.051  0.4275
C4 0.524 0.029 -2.282  -0.3546
I1 1.722 0.795 -3.793  0.2930
C5 -0.812 -0.361 -2.499  0.9646
F1 -1.323 -0.205 -3.700  -0.3265
H1 -3.900 1.063 -1.844  0.2416
H2 -2.980 -2.411 -1.202  0.4753
H3 -3.143 -1.519 -2.719  0.2485
H4 -1.407 -1.465 0.633  0.5956
H5 1.958 0.137 -0.872  0.2986
O3 1.334 -3.790 0.222  -0.5305
H6 1.338 -2.906 -0.155  0.2397
H7 1.411 -4.373 -0.543  0.3005
O4 -4.481 2.070 1.481  -0.6992
H8 -4.481 2.974 1.144  0.3220
H9 -4.399 1.538 0.681  0.3961
O5 -2.310 3.620 0.466  -0.5624
H10 -1.490 4.069 0.729  0.2968
H11 -2.402 2.902 1.105  0.3529
O6 -2.812 2.183 -5.339  -0.8026
H12 -2.245 1.478 -5.007  0.3087
H13 -3.301 1.788 -6.082  0.4333
O7 1.721 -6.362 1.885  -0.4204
H14 1.745 -5.473 1.513  0.1673
H15 1.764 -6.945 1.117  0.2852
O8 0.905 1.041 2.631  -0.4015
H16 1.493 0.369 3.001  0.1659
H17 0.430 0.581 1.931  0.2754
O9 -1.279 -6.399 1.328  -0.6422
H18 -0.429 -5.973 1.479  0.3352
H19 -1.314 -7.092 1.997  0.3456
O10 4.374 -7.259 1.419  -0.6125
H20 4.955 -8.022 1.492  0.2993
H21 3.998 -7.175 2.303  0.3182
O11 3.311 0.600 4.133  -0.5617
H22 3.892 0.978 3.465  0.2992
H23 3.281 1.285 4.818  0.2692
O12 3.063 3.102 -5.464  -0.6251
H24 2.706 3.575 -4.698  0.3492
H25 3.815 3.647 -5.720  0.2763
O13 1.910 2.457 5.754  -0.6205
H26 2.189 3.061 6.451  0.2808
H27 0.965 2.356 5.920  0.2794
O14 -2.321 4.997 -2.289  -0.6026
H28 -1.507 5.465 -2.085  0.2754
H29 -2.387 4.320 -1.603  0.3217
O15 0.020 3.932 7.392  -0.5510
H30 0.301 4.533 8.090  0.2826
H31 -0.922 3.809 7.550  0.2866
O16 3.352 -0.366 0.548  -0.6420
H32 3.591 -0.169 1.460  0.3047
H33 2.713 -1.082 0.645  0.2147
O17 1.199 4.279 3.725  -0.5002
H34 1.671 3.564 4.185  0.3404
H35 0.713 3.839 3.017  0.2424
O18 -5.170 1.871 -3.477  -0.6274
H36 -4.403 1.812 -4.065  0.3992
H37 -5.560 2.728 -3.679  0.3041
O19 0.507 -4.496 4.028  -0.5505
H38 1.034 -5.215 3.663  0.2854
H39 0.608 -3.778 3.395  0.2304
O20 3.103 -1.974 -5.425  -0.5886
H40 3.589 -2.726 -5.779  0.2917
H41 3.114 -1.323 -6.135  0.3072
O21 -4.382 2.832 -7.621  -0.7224
H42 -3.791 3.196 -8.293  0.3270
H43 -4.423 3.521 -6.948  0.3351
O22 -0.388 -1.718 3.548  -0.4851
H44 -0.154 -1.142 4.284  0.2566
H45 -1.333 -1.870 3.658  0.2845
O23 -1.014 2.879 -7.631  -0.6076
H46 -0.383 2.154 -7.651  0.2960
H47 -1.424 2.845 -6.756  0.3541
O24 3.346 4.740 1.201  -0.6252
H48 3.887 3.960 1.353  0.2848
H49 2.887 4.879 2.039  0.3496
O25 0.679 7.231 3.644  -0.6399
H50 1.196 6.431 3.820  0.3040
H51 0.143 7.340 4.436  0.3114
O26 0.949 4.971 -4.612  -0.6230
H52 0.860 5.888 -4.891  0.2969
H53 0.958 4.461 -5.430  0.3587
O27 5.318 -7.027 4.132  -0.6183
H54 4.914 -6.599 4.895  0.3050
H55 6.111 -6.511 3.958  0.3138
O28 -0.149 5.340 1.357  -0.6688
H56 0.540 5.623 0.746  0.2855
H57 -0.179 6.040 2.029  0.3154
O29 -0.003 -7.673 4.606  -0.6457
H58 0.609 -7.326 3.948  0.2888
H59 -0.041 -6.991 5.285  0.3198
O30 -3.689 -2.996 -4.324  -0.5764
H60 -3.230 -2.950 -5.170  0.2950
H61 -4.277 -3.754 -4.416  0.2739
O31 -5.639 1.127 -9.717  -0.6270
H62 -5.410 1.736 -9.004  0.3501
H63 -6.584 0.981 -9.622  0.3308
O32 3.429 -4.239 3.387  -0.5634
H64 3.479 -3.341 3.047  0.2721
H65 3.527 -4.795 2.603  0.2822
O33 0.124 -3.081 6.822  -0.6185
H66 0.491 -3.335 5.965  0.3322
H67 0.878 -2.772 7.333  0.3120

---

Entry 4:
Density functional theory data (ωB97M-V with the def2-TZVPD basis set) for a structure of composition C5H6AgMgO4 at a distorted geometry.

Computed properties:
2S+1: 2
LUMO level (spin up / spin down), Eh: -0.3313 / -0.3330
HOMO (spin up / spin down), eV: -13.75 / -13.75
Max |F|, Eh/bohr: 0.039
Net charge: +2
Kohn-Sham gap (spin up / spin down), eV: 4.74 / 4.69

Last column: natural (NBO) charge in e.
Element x y z (Å)
O1 1.058 -0.060 1.608  -0.8989
C1 1.380 1.018 1.087  0.9870
O2 2.476 1.517 0.965  -0.6380
O3 0.224 1.724 0.537  -0.4414
C2 0.381 2.850 -0.018  0.5810
C3 -0.764 3.603 -0.477  -0.7409
Ag1 3.894 -0.517 2.265  0.9836
H1 1.412 3.198 -0.171  0.2428
H2 -0.778 4.436 0.272  0.3269
H3 -0.515 4.094 -1.428  0.3195
H4 -1.701 3.043 -0.426  0.2836
Mg1 -0.512 -1.277 2.084  0.9903
C4 -1.937 2.158 -3.970  -0.8518
C5 -2.655 3.064 -4.600  0.7435
O4 -3.272 3.894 -5.132  -0.4042
H5 -2.419 1.544 -3.210  0.2520
H6 -0.920 1.962 -4.309  0.2651

---

Entry 5:
Density functional theory data (ωB97M-V with the def2-TZVPD basis set) for a structure of composition C5H6BaO3 at a distorted geometry.

Computed properties:
2S+1: 2
LUMO level (spin up / spin down), Eh: -0.1806 / -0.1806
HOMO (spin up / spin down), eV: -11.31 / -11.90
Max |F|, Eh/bohr: 0.066
Net charge: +1
Kohn-Sham gap (spin up / spin down), eV: 6.40 / 6.99

Last column: Mulliken charge in e.
Element x y z (Å)
C1 2.659 -2.495 -4.266  -0.7790
C2 2.047 -1.305 -3.614  -0.3265
C3 2.460 -1.199 -2.143  -0.4040
C4 1.654 -1.309 -1.132  0.4420
O1 1.088 -1.678 -0.151  -0.4503
Ba1 -0.316 -1.408 2.517  1.7686
H1 3.629 -2.418 -4.759  0.3279
H2 2.196 -3.477 -4.157  0.3138
H3 0.950 -1.346 -3.668  0.3068
H4 2.369 -0.378 -4.107  0.2675
H5 3.517 -1.091 -1.881  0.3236
O2 -2.446 2.770 2.388  -0.4855
O3 -1.433 0.804 2.569  -0.6377
C5 -1.969 1.762 1.899  0.1725
H6 -1.852 1.685 0.770  0.1603

---

Entry 6:
Density functional theory data (ωB97M-V with the def2-TZVPD basis set) for a cluster of 2 separate species, C5H6Br2 in total at a distorted geometry.

Computed properties:
LUMO level, Eh: 0.0162
HOMO, eV: -9.16
Max |F|, Eh/bohr: 0.123
Kohn-Sham gap, eV: 9.60

Last column: natural (NBO) charge in e.
Element x y z (Å)
C1 1.964 0.540 0.093  -0.3501
C2 -1.548 0.470 -1.079  -0.4137
C3 0.810 0.793 -0.524  -0.2808
C4 -0.430 0.127 -0.506  0.1024
C5 -0.425 -1.303 0.987  -0.4773
Br1 -0.773 -0.260 2.559  0.0568
Br2 -1.712 -2.626 0.477  0.0912
H1 2.836 1.216 0.230  0.2175
H2 2.136 -0.377 0.606  0.1867
H3 -2.482 0.091 -0.974  0.2202
H4 -1.493 1.250 -1.813  0.2021
H5 0.441 1.652 -1.162  0.2191
H6 0.676 -1.572 1.105  0.2258

---

Entry 7:
Density functional theory data (ωB97M-V with the def2-TZVPD basis set) for the molecule C5H6Br2 at a distorted geometry.

Computed properties:
LUMO level, Eh: 0.0132
HOMO, eV: -9.71
Max |F|, Eh/bohr: 0.071
Kohn-Sham gap, eV: 10.06

Last column: natural (NBO) charge in e.
Element x y z (Å)
C1 -0.171 1.187 0.701  -0.1401
C2 0.337 0.116 1.354  -0.2204
C3 -0.616 0.904 -0.695  -0.4962
C4 0.355 -1.089 0.417  -0.2565
C5 0.069 -0.450 -0.950  -0.2218
Br1 -1.224 -2.312 0.835  -0.0523
Br2 1.830 -0.048 -1.817  -0.0305
H1 -0.119 2.140 1.096  0.2119
H2 0.472 0.017 2.380  0.2211
H3 -1.659 0.902 -0.667  0.2371
H4 -0.172 1.464 -1.609  0.2451
H5 1.371 -1.592 0.457  0.2547
H6 -0.473 -1.239 -1.502  0.2478

---

Entry 8:
Density functional theory data (ωB97M-V with the def2-TZVPD basis set) for a structure of composition C5H6Br3F3O2 at a distorted geometry.

Computed properties:
LUMO level, Eh: -0.0057
HOMO, eV: -10.22
Max |F|, Eh/bohr: 0.107
Kohn-Sham gap, eV: 10.06

Last column: natural (NBO) charge in e.
Element x y z (Å)
C1 3.643 1.729 -0.803  -0.6276
C2 2.852 0.642 -0.012  -0.0723
O1 1.542 0.664 -0.472  -0.4763
C3 0.673 -0.295 -0.043  0.6756
O2 0.994 -1.168 0.809  -0.5361
C4 -0.737 -0.148 -0.562  0.9017
F1 -1.222 -1.410 -0.848  -0.3217
F2 -1.476 0.303 0.478  -0.3068
F3 -0.940 0.634 -1.607  -0.2817
H1 3.291 2.759 -0.737  0.2220
H2 3.591 1.442 -1.853  0.2146
H3 4.698 1.744 -0.528  0.2211
H4 2.887 0.770 1.070  0.1929
H5 3.202 -0.373 -0.205  0.1941
C5 -4.469 -1.467 1.009  -0.4586
Br1 -4.470 -2.817 2.478  0.0731
Br2 -4.386 0.391 1.630  0.0924
Br3 -6.038 -1.740 -0.139  0.0683
H6 -3.634 -1.659 0.334  0.2255

---

Entry 9:
Density functional theory data (ωB97M-V with the def2-TZVPD basis set) for a cluster of 2 separate species, C5H6BrNO2 in total at a distorted geometry.

Computed properties:
LUMO level, Eh: 0.0281
HOMO, eV: -9.19
Max |F|, Eh/bohr: 0.092
Kohn-Sham gap, eV: 9.96

Last column: natural (NBO) charge in e.
Element x y z (Å)
C1 1.086 1.288 1.284  -0.4352
C2 2.257 0.605 0.944  -0.0347
C3 0.315 1.261 0.162  0.5968
C4 -0.041 -0.776 -2.753  -0.3626
C5 -0.976 -0.086 -3.454  -0.3053
N1 2.173 0.169 -0.288  -0.1447
O1 1.031 0.607 -0.731  -0.2954
O2 -0.944 1.655 -0.060  -0.6516
Br1 -2.661 0.054 -2.607  -0.0005
H1 0.937 1.855 2.161  0.2334
H2 3.056 0.229 1.465  0.2121
H3 -1.183 1.480 -1.041  0.5105
H4 -0.086 -1.180 -1.751  0.2320
H5 0.887 -0.899 -3.311  0.2153
H6 -1.004 0.378 -4.416  0.2300

---

Entry 10:
Density functional theory data (ωB97M-V with the def2-TZVPD basis set) for the molecule C5H6Cl2 at a distorted geometry.

Computed properties:
2S+1: 3
LUMO level (spin up / spin down), Eh: 0.0281 / -0.0208
HOMO (spin up / spin down), eV: -7.67 / -10.56
Max |F|, Eh/bohr: 0.068
Kohn-Sham gap (spin up / spin down), eV: 8.43 / 10.00

Last column: natural (NBO) charge in e.
Element x y z (Å)
C1 -0.357 0.493 0.359  -0.1629
C2 -0.212 1.794 0.721  -0.3284
C3 0.886 0.183 -0.554  -0.0818
C4 -1.569 -0.318 0.751  -0.0966
C5 1.185 -1.252 -0.855  -0.6956
Cl1 -1.879 -1.733 -0.175  0.0492
Cl2 -2.741 0.144 1.919  0.0745
H1 -0.871 2.339 1.295  0.1878
H2 0.592 2.349 0.295  0.1885
H3 1.392 0.989 -1.102  0.1963
H4 0.532 -1.700 -1.572  0.2282
H5 0.817 -1.842 -0.038  0.2203
H6 2.224 -1.447 -1.045  0.2206

---

Entry 11:
Density functional theory data (ωB97M-V with the def2-TZVPD basis set) for the molecule C5H6Cl2N2 at a distorted geometry.

Computed properties:
LUMO level (spin up / spin down), Eh: -0.0396 / -0.0301
HOMO (spin up / spin down), eV: -7.15 / -7.55
Max |F|, Eh/bohr: 0.049
Kohn-Sham gap (spin up / spin down), eV: 6.08 / 6.73

Last column: natural (NBO) charge in e.
Element x y z (Å)
C1 -1.212 1.126 -0.083  -0.2258
C2 -0.005 1.190 0.499  -0.2151
C3 -1.935 -0.142 -0.292  0.1250
C4 0.823 -0.010 1.049  -0.5456
C5 0.995 -1.051 -0.043  0.3810
N1 -1.601 -1.257 -0.662  -0.5068
N2 1.529 -0.584 -1.168  -0.7663
Cl1 -3.688 -0.070 0.286  -0.2062
Cl2 1.136 -2.673 0.432  0.1348
H1 -1.554 2.090 -0.498  0.2389
H2 0.719 2.084 0.631  0.2147
H3 1.796 0.443 1.254  0.2409
H4 0.303 -0.415 1.939  0.2654
H5 1.362 0.467 -1.311  0.4310
H6 1.331 -1.198 -2.032  0.4341

---

Entry 12:
Density functional theory data (ωB97M-V with the def2-TZVPD basis set) for a cluster of 2 separate species, C5H6Cl2NO3 in total at a distorted geometry.

Computed properties:
LUMO level, Eh: 0.1198
HOMO, eV: -5.24
Max |F|, Eh/bohr: 0.122
Net charge: -1
Kohn-Sham gap, eV: 8.50

Last column: natural (NBO) charge in e.
Element x y z (Å)
C1 -1.517 -0.611 0.172  0.6270
C2 2.368 0.291 -0.931  0.7421
C3 -2.771 -0.193 -0.593  -0.7188
C4 1.194 0.596 1.378  -0.5459
C5 1.466 -0.328 0.309  0.1400
N1 -0.544 -0.627 -0.666  -0.6898
O1 1.848 0.371 -2.029  -0.7176
O2 -1.502 -0.772 1.413  -0.7229
O3 3.517 0.504 -0.533  -0.7223
Cl1 0.861 2.270 0.799  -0.0718
Cl2 1.997 -1.918 0.784  0.0344
H1 -3.006 -0.917 -1.369  0.2108
H2 -3.524 -0.139 0.262  0.2259
H3 -2.510 0.720 -1.209  0.2208
H4 0.355 0.159 1.964  0.2969
H5 2.233 0.897 1.857  0.2832
H6 -0.464 -0.303 -1.608  0.4081

---

Entry 13:
Density functional theory data (ωB97M-V with the def2-TZVPD basis set) for a structure of composition C5H6Cl2O4PrTm at a distorted geometry.

Computed properties:
2S+1: 5
LUMO level (spin up / spin down), Eh: -0.5747 / -0.5751
HOMO (spin up / spin down), eV: -22.85 / -22.85
Max |F|, Eh/bohr: 0.209
Net charge: +4
Kohn-Sham gap (spin up / spin down), eV: 7.21 / 7.20

Last column: Mulliken charge in e.
Element x y z (Å)
Tm1 -6.549 -2.931 -1.823  2.2293
Pr1 -0.531 -0.164 -0.332  1.6292
Cl1 -5.176 -4.693 -2.724  -0.1991
Cl2 -0.923 0.453 2.042  -0.1819
C1 0.884 1.732 -0.298  0.1777
C2 -8.333 -3.696 -2.853  -0.3957
C3 -8.297 -1.344 -1.329  0.0090
O1 1.554 2.686 -0.196  0.0589
O2 -9.318 -4.051 -3.384  0.2410
O3 -9.207 -0.639 -1.143  0.1209
C4 3.434 -1.065 0.380  -0.9048
C5 2.275 -1.718 1.106  -0.0938
O4 1.087 -1.872 0.136  -0.5234
H1 3.826 -1.706 -0.425  0.3208
H2 4.277 -0.883 1.065  0.3476
H3 3.147 -0.096 -0.055  0.1905
H4 2.502 -2.732 1.457  0.3633
H5 1.866 -1.125 1.930  0.2476
H6 0.752 -2.805 0.102  0.3629

---

Entry 14:
Density functional theory data (ωB97M-V with the def2-TZVPD basis set) for a structure of composition C5H6Cl2O4STiV at a distorted geometry.

Computed properties:
2S+1: 4
LUMO level (spin up / spin down), Eh: -0.7345 / -0.7024
HOMO (spin up / spin down), eV: -26.08 / -27.00
Max |F|, Eh/bohr: 0.248
Net charge: +4
Kohn-Sham gap (spin up / spin down), eV: 6.09 / 7.88

Last column: natural (NBO) charge in e.
Element x y z (Å)
V1 0.136 0.325 -3.398  1.3724
Ti1 0.326 1.052 0.241  1.3357
Cl1 0.232 -0.926 -1.336  -0.3212
Cl2 -0.342 2.172 -1.849  -0.2331
C1 2.043 2.280 0.539  0.4787
C2 0.713 -1.173 -4.319  0.4324
C3 0.840 1.470 -4.672  0.4392
O1 2.851 3.065 0.813  -0.1464
O2 1.110 -2.123 -4.865  -0.0622
O3 1.272 2.179 -5.497  -0.0515
C4 -0.088 -0.991 3.613  -0.7582
S1 0.007 -1.169 1.818  0.8272
C5 -1.763 -1.253 1.486  -0.7769
O4 -0.687 1.803 1.277  -0.4445
H1 -0.050 -1.976 4.100  0.3623
H2 -1.027 -0.499 3.881  0.3136
H3 0.770 -0.386 3.916  0.3081
H4 -2.323 -1.138 2.417  0.3197
H5 -2.047 -0.473 0.778  0.2708
H6 -1.972 -2.239 1.058  0.3339